Density functional theory data (ωB97M-V with the def2-TZVPD basis set) for a gas-phase ion, C38H36NO2Si (charge +1) in a non-equilibrium geometry.

```
! wB97M-V def2-TZVPD RIJCOSX def2/J DEFGRID3
* xyz 1 1
H -1.934 1.148 2.929
H 3.053 -1.813 2.134
H 4.731 -0.046 1.637
C 0.385 4.293 -0.280
H -1.942 -2.871 2.122
H 0.496 -1.292 2.764
C 0.404 -5.378 1.694
C -2.624 -4.096 -2.215
C -4.342 1.731 -2.183
H 3.322 -3.855 0.825
H -3.430 -4.557 -2.798
H 4.212 -6.133 1.292
C 1.909 6.576 -0.958
C -0.448 3.132 -0.028
H -1.013 -4.983 -3.381
H 1.185 -1.153 -1.717
C -0.299 -1.456 2.003
C 1.946 -0.896 -0.966
O -1.785 3.369 -0.211
H 1.000 1.900 0.854
C -2.626 0.106 -1.605
C -3.628 2.717 -1.526
H -0.028 0.581 1.985
H -2.665 -0.785 4.079
C -1.924 -2.670 -0.386
H -3.506 -1.233 2.585
H -3.963 3.761 -1.566
H 0.195 -7.492 2.190
H 2.636 -7.974 1.941
C 3.863 0.438 -0.307
C -1.948 1.033 -0.808
C -2.955 -3.192 -1.185
H 4.581 1.231 -0.518
C 3.135 -5.919 1.409
C -2.477 2.331 -0.799
H -5.280 1.982 -2.693
C -2.044 0.300 2.247
C -0.689 0.636 -0.001
H -2.184 -0.878 -1.755
C 2.853 0.142 -1.234
C -1.507 -2.065 2.747
H 2.336 3.334 -0.011
C 2.051 8.808 -1.847
H 1.314 9.269 -1.155
C 1.813 4.263 -0.230
H -1.184 -2.573 3.669
H 1.549 8.538 -2.778
C 0.049 1.905 0.324
Si 0.572 -2.646 0.827
C -0.228 5.485 -0.720
C 3.001 -1.265 1.184
C 0.507 6.603 -1.088
H 0.782 -3.988 -1.961
C -1.277 -4.368 -2.503
C 2.562 5.388 -0.538
C 2.257 -6.952 1.769
H -4.432 -0.353 -2.685
C -0.592 -3.081 -0.541
H 2.887 9.483 -2.019
H -0.667 -5.191 1.770
C 1.267 -4.335 1.330
H -2.757 0.609 1.493
H -1.300 5.522 -0.866
H -0.037 7.464 -1.479
C -0.267 -3.831 -1.688
H 3.646 5.404 -0.494
C -2.527 -0.946 2.988
H 2.777 0.711 -2.168
C 0.880 -6.682 1.922
N -0.777 0.003 1.562
C 2.636 -4.627 1.171
C -3.850 0.424 -2.194
C 1.972 -1.560 0.270
H -3.993 -2.869 -1.022
H -2.142 -1.863 0.329
H -0.107 -0.143 -0.607
C 3.943 -0.267 0.902
O 2.677 7.660 -1.232
*
```

Values from the calculation:
- Calculated total energy: -53445.506 eV
- Orbital gap: 7.99 eV
- Relative energy (zero: lowest compared OMol25 entry of this formula, charge and spin): 17.5 kJ/mol